Entry 1:
This record from the Open Molecules 2025 dataset describes the molecule C4H11NO2. The level of theory is ωB97M-V/def2-TZVPD.

The calculation puts the largest force on an atom at 1.0 eV/Å. Its energy above the lowest of the compared OMol25 structures with the same formula, charge and spin is 78.30 kJ/mol. The total charge is 0. The energy is -364.238351 hartree. Its multiplicity is 1. Its highest occupied orbital energy is -0.3343 Ha. The structure (SMILES) is CCC(O)(O)NC.

Last column: natural (NBO) charge in e.
CARTESIAN COORDINATES (ANGSTROEM)
O 0.617 -1.169 -1.011  -0.7268
O 1.196 1.014 -1.050  -0.7308
N 0.488 0.067 0.967  -0.6486
C 1.813 -0.287 1.439  -0.4350
C 0.319 0.089 -0.462  0.6244
C -2.218 -0.232 -0.111  -0.6066
C -1.112 0.524 -0.838  -0.4300
H -2.067 -1.314 -0.155  0.2146
H -3.188 -0.002 -0.562  0.2065
H 2.072 0.662 -0.834  0.4673
H 0.124 -1.231 -1.844  0.4791
H -1.239 1.600 -0.662  0.2166
H 2.489 0.572 1.389  0.1672
H 0.221 0.974 1.338  0.3665
H -1.258 0.380 -1.918  0.2003
H 2.259 -1.119 0.885  0.2160
H 1.751 -0.597 2.488  0.2076
H -2.268 0.070 0.941  0.2117

Entry 2:
This record from the Open Molecules 2025 dataset describes the molecule C7H10N2. The level of theory is ωB97M-V/def2-TZVPD.

The calculation puts the largest force on an atom at 3.9 eV/Å. Its energy above the lowest of the compared OMol25 structures with the same formula, charge and spin is 356.77 kJ/mol. The total charge is 0. The energy is -382.116273 hartree. Its multiplicity is 1. Its highest occupied orbital energy is -0.3083 Ha.

Last column: natural (NBO) charge in e.
CARTESIAN COORDINATES (ANGSTROEM)
N 1.520 -0.371 1.172  -0.6103
N -0.889 1.246 -0.976  -0.6255
C -0.264 1.069 0.317  -0.1048
C 0.497 -1.130 0.416  -0.0963
C -0.748 -0.323 0.912  0.0559
C 0.870 -0.497 -1.013  -0.2577
C -1.903 -0.795 1.293  -0.4470
C -0.182 0.223 -1.841  -0.2354
C 1.154 0.612 0.080  -0.0582
H 2.488 -0.714 1.010  0.3565
H 0.284 0.612 -2.685  0.1915
H 1.706 -0.944 -1.547  0.2220
H -1.890 1.279 -1.091  0.3856
H -0.892 -0.539 -2.211  0.1834
H 0.482 -2.145 0.408  0.1952
H 1.898 1.388 -0.216  0.2056
H -1.960 -1.879 1.452  0.2137
H -0.425 1.886 1.021  0.2195
H -2.656 -0.024 1.510  0.2063

Entry 3:
This record from the Open Molecules 2025 dataset describes a structure of composition C8H14N3OS. The level of theory is ωB97M-V/def2-TZVPD.

The calculation puts the largest force on an atom at 4.0 eV/Å. Its energy above the lowest of the compared OMol25 structures with the same formula, charge and spin is 474.44 kJ/mol. The total charge is +1. The energy is -950.471092 hartree. Its multiplicity is 1. Its highest occupied orbital energy is -0.4761 Ha.

Last column: natural (NBO) charge in e.
CARTESIAN COORDINATES (ANGSTROEM)
S -2.182 -0.558 1.064  0.3837
O -0.220 -0.888 -2.796  -0.4508
N -1.594 1.740 0.747  -0.0568
N -0.016 -0.155 -0.638  -0.4046
N -1.010 2.434 1.521  -0.2078
C 0.030 1.969 -2.045  -0.6455
C -1.632 0.720 -0.095  -0.0518
C -0.416 -2.137 2.500  -0.6431
C -0.443 -1.075 -1.661  0.5506
C 0.778 0.943 -1.198  -0.2444
C -0.557 -1.172 1.416  -0.1175
C 0.401 -0.834 0.555  0.1041
C 1.947 -1.096 0.520  -0.6159
H -0.055 2.621 1.641  0.3635
H 2.070 -1.450 -0.484  0.2268
H 2.072 -1.734 1.324  0.2342
H 0.761 2.665 -2.551  0.2646
H 2.426 -0.187 0.748  0.2309
H 1.328 1.551 -0.388  0.2167
H -0.740 -2.980 1.993  0.2468
H -1.079 -1.703 3.265  0.2435
H -0.315 1.528 -2.986  0.2539
H 0.606 -2.142 2.796  0.2409
H -0.683 2.427 -1.408  0.1965
H -2.190 0.880 -1.070  0.2977
H 1.584 0.442 -1.739  0.2344
H -0.871 -1.807 -1.033  0.1490

Entry 4:
This record from the Open Molecules 2025 dataset describes a structure of composition C3H4CoO2. The level of theory is ωB97M-V/def2-TZVPD.

The calculation puts the largest force on an atom at 1.4 eV/Å. Its energy above the lowest of the compared OMol25 structures with the same formula, charge and spin is 240.71 kJ/mol. The total charge is 0. The energy is -1649.707275 hartree. Its multiplicity is 4. Its highest occupied orbital energy (spin up / spin down) is -0.2742 / -0.2752 Ha.

Last column: natural (NBO) charge in e.
CARTESIAN COORDINATES (ANGSTROEM)
Co -1.156 -0.222 -1.496  1.1728
O 0.612 0.158 -1.734  -0.8810
O -0.151 -0.460 1.148  -0.5354
C 1.295 0.467 -0.603  -0.1197
C -1.492 -0.384 0.512  -0.5837
C 0.924 0.198 0.759  0.0885
H -2.002 -1.280 0.900  0.1988
H -1.989 0.470 1.006  0.1933
H 2.109 -0.374 0.112  0.2563
H 1.850 1.427 -0.604  0.2103

Entry 5:
This record from the Open Molecules 2025 dataset describes a cluster of 3 separate species, C10H16FO8P in total. The level of theory is ωB97M-V/def2-TZVPD.

The calculation puts the largest force on an atom at 2.1 eV/Å. The total charge is 0. The energy is -1433.792750 hartree. Its multiplicity is 1. Its highest occupied orbital energy is -0.3380 Ha. The structure (SMILES) is O=C(F)CPCCO.O=C1OCCO1.O=C1OCCO1.

Last column: natural (NBO) charge in e.
CARTESIAN COORDINATES (ANGSTROEM)
P 1.086 1.087 -2.887  0.5389
F 4.158 -0.909 -1.310  -0.3310
O -1.134 -3.599 1.131  -0.5054
O -0.995 -5.704 0.346  -0.5681
O -1.263 3.440 0.318  -0.5802
O -2.879 -4.966 1.332  -0.4891
O 0.301 2.853 1.822  -0.4902
O 0.716 4.505 0.391  -0.4906
O -1.658 -1.085 -1.052  -0.7215
O 2.915 0.676 -0.376  -0.5632
C 1.792 4.529 1.336  -0.0989
C -2.227 -2.781 1.572  -0.1135
C -3.201 -3.806 2.111  -0.0983
C 3.077 -0.105 -1.285  0.8875
C -0.191 3.588 0.799  0.9706
C -0.280 0.832 -1.660  -0.7175
C -1.151 -0.321 -2.139  -0.0665
C 1.697 3.151 1.961  -0.1079
C -1.608 -4.846 0.882  0.9681
C 2.169 -0.356 -2.456  -0.8336
H 2.272 2.403 1.413  0.2089
H -1.994 0.061 -2.690  0.1932
H -3.033 -4.033 3.165  0.1834
H -0.941 -1.637 -0.751  0.4647
H -2.622 -2.235 0.716  0.2125
H 2.734 -0.642 -3.325  0.2631
H -0.607 -0.982 -2.803  0.1539
H -4.242 -3.531 1.965  0.2056
H 1.609 5.329 2.055  0.1842
H 1.759 2.196 -2.339  -0.0173
H -0.830 1.748 -1.532  0.2596
H -1.887 -2.072 2.322  0.2037
H 1.547 -1.182 -2.146  0.2638
H 1.984 3.131 3.009  0.2014
H 2.735 4.709 0.828  0.2056
H 0.190 0.555 -0.726  0.2243

Entry 6:
This record from the Open Molecules 2025 dataset describes a structure of composition C11H10BrCeNSe. The level of theory is ωB97M-V/def2-TZVPD.

The calculation puts the largest force on an atom at 4.1 eV/Å. The total charge is -1. The energy is -5930.590972 hartree. Its multiplicity is 2. Its highest occupied orbital energy (spin up / spin down) is -0.1680 / -0.1681 Ha.

Last column: Löwdin spin population.
CARTESIAN COORDINATES (ANGSTROEM)
Ce 0.855 -0.408 0.177  1.0131
Br 1.956 -2.787 1.202  -0.0036
Se 1.759 -0.158 5.172  -0.0002
N 1.211 0.350 2.355  -0.0030
C -1.488 -1.118 1.410  -0.0006
C 1.205 0.211 3.552  0.0006
C 2.286 0.744 -1.790  -0.0013
C 0.216 0.657 -2.869  -0.0013
C 1.929 -0.665 -1.976  0.0021
C -1.821 -0.674 0.067  -0.0012
C -1.746 -0.027 2.310  -0.0012
C -2.198 1.065 1.549  -0.0010
C 1.220 1.540 -2.339  -0.0020
C -2.192 0.692 0.185  -0.0012
C 0.638 -0.696 -2.660  -0.0012
H 3.236 1.112 -1.351  0.0001
H -0.698 0.976 -3.409  0.0000
H -2.648 1.275 -0.613  0.0000
H -1.854 -0.112 3.393  0.0000
H -1.823 -1.267 -0.862  0.0002
H 1.215 2.645 -2.420  -0.0001
H 2.559 -1.537 -1.704  0.0013
H 0.118 -1.613 -2.997  0.0001
H -2.633 1.963 1.938  0.0000
H -1.304 -2.169 1.681  0.0004